DFT (the ωB97M-V functional and the def2-TZVPD basis) results for 6 unconnected molecules or ions with the total composition C34H64BFIN3O16.

The geometry in ORCA input format:
```
! RIJCOSX wB97M-V def2-TZVPD def2/J DEFGRID3
* xyz 0 1
C 3.367 3.295 1.372
C 4.340 2.238 0.833
C 3.790 1.350 -0.268
N 2.751 0.378 0.123
C 2.546 0.061 1.459
C 1.378 0.487 2.138
I -0.108 1.562 1.143
C 1.235 0.171 3.462
C 2.210 -0.564 4.123
C 3.328 -1.036 3.459
O 4.264 -1.781 4.082
C 3.502 -0.737 2.116
B 4.740 -1.417 1.364
C 6.075 -0.739 0.911
O 4.628 -2.746 1.089
C 1.839 -0.776 5.502
O 2.384 -1.465 6.334
N 0.632 -0.044 5.741
C 0.692 0.937 6.779
O 0.628 2.107 6.572
N 0.815 0.336 8.036
C 1.560 1.048 9.001
O 1.261 2.046 9.550
F 2.710 0.372 9.255
C 0.160 0.460 4.447
O -0.927 0.908 4.293
H 2.895 2.994 2.305
H 2.609 3.548 0.633
H 3.914 4.212 1.590
H 5.179 2.766 0.376
H 4.769 1.660 1.651
H 3.344 2.005 -1.017
H 4.615 0.854 -0.780
H 1.881 0.562 -0.350
H 3.933 -2.054 4.952
H 6.886 -1.451 1.064
H 6.304 0.199 1.407
H 6.030 -0.576 -0.169
H 3.840 -3.143 1.474
H 1.154 -0.618 7.945
C 5.534 2.853 -3.522
O 4.265 2.231 -3.584
C 3.536 2.537 -4.764
C 3.616 1.425 -5.785
O 4.936 1.244 -6.272
C 5.610 0.148 -5.684
H 6.095 2.374 -2.720
H 6.085 2.737 -4.458
H 5.435 3.920 -3.294
H 3.893 3.475 -5.200
H 2.489 2.675 -4.476
H 2.986 1.686 -6.639
H 3.233 0.490 -5.366
H 5.223 -0.800 -6.075
H 5.513 0.151 -4.596
H 6.663 0.233 -5.946
C -3.138 4.409 1.815
O -3.094 4.003 0.457
C -3.795 2.795 0.203
C -5.162 3.029 -0.397
O -6.026 3.699 0.507
C -6.149 5.085 0.257
H -2.778 5.436 1.858
H -4.154 4.370 2.212
H -2.486 3.780 2.432
H -3.883 2.208 1.123
H -3.193 2.217 -0.507
H -5.617 2.062 -0.627
H -5.072 3.593 -1.331
H -6.771 5.269 -0.626
H -5.174 5.558 0.113
H -6.634 5.531 1.124
C -0.302 -1.837 -9.337
O 0.926 -2.022 -10.014
C 1.785 -0.896 -9.958
C 2.866 -1.056 -8.914
O 2.336 -1.107 -7.599
C 2.240 -2.419 -7.074
H -0.774 -2.814 -9.246
H -0.153 -1.420 -8.338
H -0.966 -1.177 -9.906
H 1.210 0.015 -9.763
H 2.257 -0.794 -10.940
H 3.535 -0.191 -8.962
H 3.459 -1.953 -9.122
H 3.229 -2.800 -6.794
H 1.781 -3.107 -7.788
H 1.619 -2.368 -6.181
C -3.338 -4.308 6.585
O -2.056 -4.264 5.985
C -1.341 -3.072 6.258
C -0.312 -3.264 7.350
O -0.907 -3.554 8.603
C -0.885 -4.928 8.940
H -3.697 -5.333 6.508
H -3.300 -4.022 7.638
H -4.037 -3.649 6.059
H -2.027 -2.263 6.527
H -0.826 -2.782 5.335
H 0.250 -2.338 7.462
H 0.396 -4.050 7.068
H 0.123 -5.241 9.235
H -1.225 -5.552 8.110
H -1.556 -5.066 9.785
C -9.217 -1.997 -2.253
O -7.942 -2.267 -2.806
C -7.331 -1.139 -3.407
C -6.298 -0.504 -2.505
O -6.879 0.047 -1.334
C -6.737 -0.776 -0.189
H -9.487 -2.848 -1.629
H -9.207 -1.094 -1.638
H -9.968 -1.886 -3.042
H -8.086 -0.398 -3.688
H -6.837 -1.481 -4.321
H -5.816 0.316 -3.048
H -5.526 -1.235 -2.243
H -5.711 -0.735 0.195
H -6.998 -1.814 -0.405
H -7.410 -0.388 0.574
*
```

Summary:
Structure (SMILES): CCCNc1c(I)c2c(c(O)c1B(C)O)C(=O)N(C(=O)NC(=O)F)C2=O.COCCOC.COCCOC.COCCOC.COCCOC.COCCOC
HOMO: -0.330 Eh
HOMO-LUMO gap: 0.2915 Ha

---

DFT (the ωB97M-V functional and the def2-TZVPD basis) results for 3 unconnected molecules or ions with the total composition C3H14N2O2.

The geometry in ORCA input format:
```
! RIJCOSX wB97M-V def2-TZVPD def2/J DEFGRID3
* xyz 0 1
C 1.744 -1.419 -1.135
C 0.659 -0.998 -0.149
N 0.878 0.379 0.308
C -0.258 0.847 1.083
N -0.079 2.223 1.554
H 2.549 -1.969 -0.673
H 1.312 -2.061 -1.911
H 2.051 -0.540 -1.693
H 0.618 -1.709 0.685
H -0.337 -1.068 -0.590
H 1.677 0.336 0.942
H -1.138 0.870 0.444
H -0.447 0.244 1.968
H -0.169 2.796 0.720
H 0.915 2.328 1.727
H -2.958 -2.739 1.202
H -2.873 -1.287 1.529
O -2.575 -1.921 0.865
H 0.779 1.135 -2.939
H 0.234 1.398 -1.521
O -0.024 1.107 -2.407
*
```

Summary:
Structure (SMILES): CCNCN.O.O
HOMO: -0.345 Eh
ΔE to the lowest compared entry with this formula, charge and spin: 21.3 kcal per mole
HOMO-LUMO gap: 0.3728 Ha

---

DFT (the ωB97M-V functional and the def2-TZVPD basis) results for C2H6N2S in the gas phase.

The geometry in ORCA input format:
```
! RIJCOSX wB97M-V def2-TZVPD def2/J DEFGRID3
* xyz 0 1
C 2.609 -0.373 -0.017
C 0.596 0.772 0.010
H 3.069 0.634 0.188
H 3.072 -0.763 -0.987
H 2.978 -1.030 0.746
H 1.051 1.760 0.004
H -1.216 1.622 0.493
H -1.473 -1.002 1.102
N 1.191 -0.369 0.017
N -0.804 0.879 -0.062
S -1.838 -0.449 -0.074
*
```

Summary:
Structure (SMILES): C/N=C/NS
HOMO: -0.335 Eh
ΔE to the lowest compared entry with this formula, charge and spin: 26.1 kcal per mole
HOMO-LUMO gap: 0.3673 Ha

---

DFT (the ωB97M-V functional and the def2-TZVPD basis) results for 3 unconnected molecules or ions with the total composition C5H18NO2.

The geometry in ORCA input format:
```
! RIJCOSX wB97M-V def2-TZVPD def2/J DEFGRID3
* xyz 2 2
C 0.876 -0.107 1.368
C 0.565 1.196 0.570
C -0.914 1.517 0.400
C -1.458 2.886 0.993
C -1.226 1.868 -1.125
N 0.829 -1.336 0.455
H 0.123 -0.213 2.139
H 1.924 0.027 1.619
H 1.186 1.305 -0.323
H 1.011 1.963 1.213
H -1.527 0.718 0.812
H -0.722 3.325 1.687
H -2.417 2.741 1.492
H -1.600 3.685 0.254
H -1.615 0.886 -1.495
H -2.129 2.461 -1.280
H -0.327 2.144 -1.660
H 0.704 -2.204 0.981
H 0.105 -1.071 -0.205
H 1.697 -1.476 -0.100
H -0.018 -4.738 -0.553
H -1.122 -3.781 -0.763
O -0.155 -3.790 -0.697
H 1.404 -3.040 -2.001
H 2.743 -2.452 -2.236
O 2.065 -2.514 -1.545
*
```

Summary:
HOMO (alpha / beta): -0.679 / -0.679 Eh
ΔE to the lowest compared entry with this formula, charge and spin: 7.3 kcal per mole
HOMO-LUMO gap (alpha / beta): 0.4394 / 0.1946 Ha

---

no.,total energy (Ha)
1,-3124.339725
2,-382.665806
3,-587.462499
4,-405.782016